Entry from the OMol25 dataset: a 2-piece molecular cluster, C4H12N2O overall in a non-equilibrium geometry (the ωB97M-V functional and the def2-TZVPD basis).

Cartesian coordinates (Å):
N 1.76846 -1.40866 -1.04084
C 0.86748 -0.91589 -0.11102
C 0.19112 0.27105 -0.03566
C -0.83147 0.52545 1.04110
C -0.50384 1.78766 1.78175
N -0.49495 2.97182 0.94864
H 1.57005 -2.32140 -1.41808
H 2.00376 -0.80798 -1.75394
H 0.69621 -1.61590 0.88042
H 0.14824 0.99865 -0.97060
H -0.93987 -0.35597 1.63011
H -1.78710 0.67398 0.63390
H 0.54025 1.69238 2.13841
H -1.23547 1.89569 2.64336
H 0.31676 2.91514 0.33089
H -1.25020 2.91134 0.30788
O -0.14470 -3.12351 -2.65882
H -0.18092 -2.33114 -2.09025
H -0.73381 -3.76270 -2.25725

Its orbital gap is 9.2 eV. The HOMO energy is -8.438 eV. The value obtained for the molar mass is 104.2 u. For the LUMO energy, the calculation gives 0.78 eV.

These are the Mulliken partial charges, in e, on atoms 1 to 4: N -0.53; C -0.32; C 0.11; C -0.74



Entry from the OMol25 dataset: one molecule with the formula C2H3ClFNO in a non-equilibrium geometry (the ωB97M-V functional and the def2-TZVPD basis).

Cartesian coordinates (Å):
O 1.89790 -1.04138 -0.26073
N 1.63990 0.12482 -0.04013
C 0.28037 0.56015 -0.30045
F 0.13749 1.83154 0.17689
C -0.69072 -0.36459 0.42041
Cl -2.31761 -0.07060 -0.18740
H 0.11625 0.59838 -1.47463
H -0.71684 -0.32896 1.59542
H -0.34674 -1.30936 0.07062

Its orbital gap is 8.9 eV. The HOMO energy is -9.918 eV. The value obtained for the molar mass is 111.5 u. For the LUMO energy, the calculation gives -0.98 eV.

These are the Mulliken partial charges, in e, on atoms 1 to 4: O -0.28; N 0.01; C 0.25; F -0.26



Entry from the OMol25 dataset: one molecule with the formula C4H4O3 in a non-equilibrium geometry (the ωB97M-V functional and the def2-TZVPD basis).

Cartesian coordinates (Å):
C -1.33008 0.31686 0.27717
C 0.05615 0.57753 -0.20613
C -2.52867 0.73810 0.01517
C 1.05299 -0.29137 0.03083
O -3.60324 1.03267 -0.28525
O 0.88750 -1.49010 0.76373
O 2.31644 -0.20612 -0.44888
H -1.45493 -0.35172 1.15716
H 0.29028 1.41821 -0.78862
H 1.81223 -1.83193 0.90579
H 2.50134 0.08788 -1.42097

As for the spin multiplicity: 3. Its orbital gap (spin up / spin down) is 4.8 / 8.6 eV. The HOMO energy (spin up / spin down) is -4.767 / -10.152 eV. The value obtained for the molar mass is 100.1 u. For the LUMO energy (spin up / spin down), the calculation gives 0.08 / -1.56 eV.

These are the Mulliken partial charges, in e, on atoms 1 to 4: C -0.33; C -0.37; C 0.25; C 0.55



Entry from the OMol25 dataset: a 14-piece molecular cluster, C5H36NO15 overall in a non-equilibrium geometry (the ωB97M-V functional and the def2-TZVPD basis).

Cartesian coordinates (Å):
O -0.41793 1.41533 -1.69294
C -0.24860 0.86131 -0.64102
C -1.04855 1.17733 0.61505
C -1.91322 0.01388 1.05313
C -3.00692 0.17982 2.13893
C -4.32616 0.55176 1.56681
O -4.50973 1.57011 0.92650
N -1.94804 2.36691 0.28243
H 0.34725 -0.04760 -0.52031
H -0.38547 1.65094 1.34299
H -2.45900 -0.21948 0.13544
H -1.23755 -0.80314 1.28881
H -3.07738 -0.78967 2.62247
H -2.67205 0.92010 2.87215
H -5.25514 0.00042 1.79251
H -2.80157 2.41849 0.84528
H -2.13810 2.46977 -0.71666
H -1.41830 3.22003 0.51965
H -1.28921 -3.97073 -1.12547
H -0.59007 -3.68898 0.12946
O -0.40083 -4.01974 -0.75587
H 3.30320 1.14761 -2.33111
H 1.83151 0.83099 -2.37180
O 2.56750 0.96255 -1.74073
H -2.95233 -1.72232 -4.49833
H -1.95611 -2.64493 -3.88135
O -2.74742 -2.14117 -3.65338
H -0.31426 -1.79071 -1.71488
H -1.79554 -1.44490 -2.02422
O -1.17071 -1.62049 -1.30531
H 1.78078 2.51861 -0.92598
H 1.72198 3.77165 -0.15704
O 1.37983 2.87366 -0.10477
H 0.94641 1.01447 -4.80444
H 2.28380 0.55153 -4.73740
O 1.47288 0.46301 -4.20740
H 0.43216 3.35986 2.06358
H 0.24796 4.85001 2.31685
O -0.11249 4.11830 1.80725
H 1.77980 -2.85138 -2.90636
H 1.43100 -1.62067 -3.74343
O 1.03359 -2.36740 -3.27593
H 2.04878 -2.12440 0.79103
H 2.40050 -0.67367 0.40116
O 2.67874 -1.41288 0.94769
H -1.43920 -0.23183 4.33750
H -0.58363 -1.52000 4.35801
O -1.06232 -0.91672 3.78229
H 3.63885 -1.61340 -1.26808
H 4.52844 -0.67244 -0.65083
O 4.32617 -0.99476 -1.53885
H 2.90653 -2.43568 3.15033
H 2.69346 -1.66967 4.44143
O 2.21598 -2.08396 3.71869
H 2.14226 1.22584 1.68248
H 1.70821 0.54678 3.06443
O 1.43027 1.04159 2.29958

Its net charge is +1. Its orbital gap is 10.5 eV. The HOMO energy is -12.790 eV. The value obtained for the molar mass is 350.3 u. For the LUMO energy, the calculation gives -2.33 eV.

These are the Mulliken partial charges, in e, on atoms 1 to 4: O -0.68; C 0.50; C -0.04; C -0.48



DFT total energy, record by record: -9368.885; -20897.195; -10349.974; -37965.815 eV